42
Properties=species:S:1:pos:R:3:lowdin_spin:R:1 method="wB97M-V/def2-TZVPD" spin_multiplicity=2 homo_lumo_gap_ha="0.220 / 0.246" molar_mass_g_mol=405.23 s2=0.7664 e_tot_ev=-128564.149 total_charge=+3 homo_energy_ev="-18.7 / -18.7"
V -0.7065 -0.4883 0.5207 1.03
C -3.3338 -1.2347 -0.3172 0.00
O -1.9409 -1.7324 -0.3564 -0.01
C -1.7764 -3.1300 0.0830 0.00
C -1.5568 -3.1249 1.5958 0.00
O -1.0880 -1.7613 1.9244 -0.01
C -0.3131 -1.5965 3.1722 0.00
C -0.4064 -0.1233 3.4649 0.00
O -0.3380 0.5752 2.1620 0.00
C -0.8040 1.9792 2.2702 0.00
H -3.9289 -1.8155 -1.0174 0.00
H -3.3078 -0.1978 -0.6473 0.00
H -3.7288 -1.3249 0.6938 0.00
H -0.9191 -3.5071 -0.4645 0.00
H -2.6688 -3.6914 -0.1844 0.00
H -0.7796 -3.8313 1.8837 0.00
H -2.4538 -3.2903 2.1875 0.00
H 0.7001 -1.9387 2.9690 0.00
H -0.7710 -2.1990 3.9545 0.00
H 0.4251 0.2179 4.0789 0.00
H -1.3540 0.1549 3.9235 0.00
H -0.2331 2.4459 3.0684 0.00
H -1.8683 1.9829 2.4939 0.00
H -0.5810 2.4546 1.3210 0.00
Br 1.3780 -1.4768 0.1653 -0.01
C -0.7075 2.3778 -2.7477 0.00
S 0.0351 0.8042 -2.4045 0.00
O -0.5422 0.5568 -0.8564 -0.01
C 1.7148 1.1136 -2.2343 0.00
C 2.2205 2.1460 -1.4316 0.00
C 3.5839 2.3370 -1.4194 0.00
C 4.4134 1.5274 -2.2067 0.00
C 3.8932 0.5136 -2.9982 0.00
C 2.5268 0.2787 -3.0077 0.00
H -0.3404 3.1339 -2.0578 0.00
H -1.7904 2.2689 -2.7299 0.00
H -0.3757 2.5948 -3.7680 0.00
H 1.5736 2.7886 -0.8484 0.00
H 4.0144 3.1254 -0.8170 0.00
H 5.4820 1.6997 -2.1993 0.00
H 4.5470 -0.0977 -3.6054 0.00
H 2.1061 -0.5153 -3.6132 0.00

8
Properties=species:S:1:pos:R:3:lowdin_charge:R:1 method="wB97M-V/def2-TZVPD" homo_lumo_gap_ha="0.327 / 0.268" molar_mass_g_mol=97.99 e_tot_ev=-17519.329 homo_energy_ev="-9.8 / -8.3"
O 1.5044 1.0350 -1.5219 -0.07
O -0.7216 0.2038 2.2090 -0.19
O 0.6082 0.0434 -1.7995 -0.53
O -0.0425 -0.6368 1.3730 -0.34
P -0.6992 0.0849 -0.9315 0.99
H 1.7844 0.9136 -0.6291 0.07
H -1.5961 -0.2826 2.4084 0.12
H -0.8375 -1.3613 -1.1085 -0.05

28
Properties=species:S:1:pos:R:3:lowdin_charge:R:1 method="wB97M-V/def2-TZVPD" homo_lumo_gap_ha=0.339 smiles=CCc1ccc(O)cc1.CSC molar_mass_g_mol=184.30 e_tot_ev=-23511.912 homo_energy_ev=-8.4
C -1.2787 1.4632 -0.1544 -0.22
C -2.7054 1.8036 -0.5995 -0.10
C -1.0730 0.4688 0.9617 -0.24
C -1.3220 -0.8791 0.7570 -0.04
C -0.6774 0.9028 2.2285 -0.03
C -1.0884 -1.8050 1.7691 -0.03
C -0.4962 -0.0149 3.2481 -0.02
C -0.7315 -1.3655 3.0341 -0.33
O -0.4451 -2.2170 4.0628 0.04
H -0.6343 1.2294 -1.0058 0.07
H -0.8857 2.4348 0.1763 0.11
H -3.3662 0.9381 -0.7080 0.07
H -1.7199 -1.2141 -0.1977 0.12
H -0.6288 1.9656 2.4245 0.11
H -1.3119 -2.8520 1.5852 0.11
H -0.2814 0.3050 4.2639 0.12
H -0.7247 -3.1156 3.8392 0.11
H -2.6546 2.3354 -1.5527 0.07
H -3.1786 2.5142 0.0865 0.07
C 1.6328 0.3676 -2.6566 -0.45
C 4.0057 -0.9169 -2.7208 -0.45
S 3.3349 0.6476 -2.1475 0.73
H 1.3789 -0.6449 -2.3240 0.03
H 0.9303 1.0185 -2.1467 0.00
H 1.4144 0.3429 -3.7299 0.04
H 3.5923 -1.7450 -2.1450 0.03
H 5.0848 -0.8892 -2.5661 0.03
H 3.8296 -1.0783 -3.7821 0.03

16
Properties=species:S:1:pos:R:3:lowdin_charge:R:1 method="wB97M-V/def2-TZVPD" homo_lumo_gap_ha=0.409 molar_mass_g_mol=118.59 e_tot_ev=-19332.242 total_charge=+1 homo_energy_ev=-14.3
C 2.4568 1.6020 0.4367 0.02
C 3.3090 0.7605 0.1411 -0.64
C -2.0801 0.5327 -0.5315 0.09
C -0.7995 0.4573 -0.8781 -0.07
C 0.7655 -1.3679 0.3289 0.02
N 0.1101 0.0150 0.2417 -0.05
Cl 4.4489 -0.3405 -0.3049 0.79
H 1.9396 2.3939 0.9206 0.08
H -2.8165 0.6776 -1.2488 0.06
H -2.5524 0.4407 0.3975 0.07
H -0.2512 0.3758 -1.7662 0.11
H 1.1910 -1.3398 1.2423 0.07
H 0.0174 -2.0306 0.2438 0.06
H 1.4143 -1.7306 -0.4893 0.12
H 1.0811 0.7508 0.2996 0.11
H -0.3435 0.1702 1.1485 0.16

For the records above, the corresponding ΔE to the lowest compared entry with this formula, charge and spin values read 0.489 6.473 0.441 3.722 eV.